Entry 1:
Entry from the OMol25 dataset: a 8-piece molecular cluster, C36H93N5O13 overall at a distorted geometry (wB97M-V/def2-TZVPD).

Structure (XYZ):
```
147
Properties=species:S:1:pos:R:3:mulliken_charge:R:1
C -3.4616 -1.2412 -4.6286 -0.4640
C -3.3381 -2.7421 -4.8630 -0.4402
O -2.5934 -3.3578 -3.7126 -0.5320
H -2.4542 -0.8318 -4.5873 -0.1887
H -3.9380 -1.0887 -3.6857 0.1635
H -4.0800 -0.8950 -5.4671 0.4553
H -2.7623 -2.9571 -5.7489 0.3866
H -4.2961 -3.2535 -4.9618 0.3410
H -2.1448 -4.1174 -4.0720 0.2042
C 0.7278 -3.0158 -5.1859 -0.5877
C 0.7825 -1.5797 -5.5124 -0.1648
O 1.1062 -0.8518 -4.3173 -0.5087
H 0.0428 -3.2305 -4.3496 -0.1529
H 1.7493 -3.2989 -4.8070 0.1594
H 0.4787 -3.6409 -6.0389 0.4518
H -0.1800 -1.2102 -5.9912 0.0896
H 1.5527 -1.2980 -6.2453 0.3716
H 0.3824 -1.0407 -3.7124 0.0688
C 0.8586 -0.8484 -0.9648 -0.3091
C -0.1047 -1.9028 -1.3890 -0.9462
O -1.0533 -1.3940 -2.3492 1.0769
H 0.3147 0.0552 -0.7494 -0.4977
H 1.5719 -0.6196 -1.7548 0.6245
H 1.4059 -1.2041 -0.0597 0.4454
H -0.6496 -2.4329 -0.5805 0.3771
H 0.5642 -2.6700 -1.8457 0.0932
H -1.6315 -2.1084 -2.6280 -0.4222
C -1.9298 -0.2256 1.2639 -0.8374
O -1.2857 1.0465 1.5223 -0.2427
C -0.2254 0.9168 2.3822 -0.6891
C 0.5245 2.2255 2.4957 0.1750
N -0.1227 3.1202 3.3839 -0.4195
C 0.6290 4.3635 3.5113 -0.3563
C -0.1633 5.2816 4.4688 -0.8846
O -1.3670 5.6015 3.7878 -0.1874
C -2.2622 6.3150 4.6088 -0.8066
H -2.3210 -0.5636 2.2264 0.4806
H -1.1914 -0.9214 0.9045 0.2120
H -2.7291 -0.0391 0.5801 0.2580
H 0.5364 0.2012 1.9362 0.1450
H -0.6165 0.4175 3.2863 0.4105
H 0.6077 2.5695 1.4842 -0.2288
H 1.4932 2.0105 2.9583 0.4120
H -1.0295 3.3532 3.0009 0.3791
H 0.8085 4.8894 2.5922 0.1827
H 1.5624 4.1627 4.0310 0.3643
H 0.4349 6.1862 4.7294 0.4083
H -0.4265 4.7187 5.4006 0.3815
H -3.2387 6.3517 4.0988 0.2172
H -1.8256 7.3072 4.8090 0.3081
H -2.4591 5.8211 5.5989 0.3050
C 9.3721 4.8284 2.0372 -0.7725
O 8.4312 3.9249 2.5695 -0.2455
C 7.9137 4.3241 3.8499 -0.4440
C 6.6527 3.4647 4.1392 -0.8025
N 5.4029 3.6679 3.3519 -0.1542
C 5.4477 2.9572 2.0412 -0.7497
C 4.0435 2.7467 1.4424 0.2940
O 4.2049 2.6928 0.0368 -0.4546
C 2.9874 2.5468 -0.5672 -0.6076
H 10.3008 4.7985 2.5700 0.2962
H 9.0033 5.8489 2.1428 0.3354
H 9.4856 4.5953 0.9817 0.2375
H 7.6590 5.4301 3.8997 0.3403
H 8.6581 4.1163 4.6410 0.3585
H 6.4177 3.7589 5.1573 0.3869
H 6.9201 2.3851 4.1716 0.2953
H 5.0897 4.5849 3.2289 0.2466
H 5.8023 1.9451 2.2882 0.2125
H 6.0791 3.4010 1.2880 0.2231
H 3.3778 3.5507 1.7173 0.0668
H 3.6641 1.7854 1.8211 0.1555
H 2.4676 1.6617 -0.1936 0.0249
H 3.1448 2.4922 -1.6597 0.3297
H 2.2775 3.3745 -0.3909 0.3681
C 4.6701 -0.6334 -0.5245 -0.3768
O 3.8761 -1.7494 -0.6469 -0.0656
C 4.6248 -2.9340 -0.8566 -0.7713
C 3.6780 -4.0392 -1.4198 -0.2871
N 2.6178 -4.3494 -0.4414 -0.2262
C 1.8801 -5.5891 -0.7815 -0.5053
C 1.1382 -6.0684 0.5093 -0.6945
O 0.0526 -5.2040 0.8376 -0.3368
C -1.1181 -5.5644 0.1637 -0.3753
H 4.0569 0.2377 -0.4001 -0.2486
H 5.3747 -0.3827 -1.3437 0.3844
H 5.2732 -0.6868 0.3937 0.3389
H 5.1356 -3.2621 0.0694 0.3255
H 5.3788 -2.7039 -1.6325 0.4030
H 4.2043 -4.9857 -1.5618 0.5525
H 3.3138 -3.7215 -2.4132 -0.0378
H 1.9174 -3.6199 -0.3242 0.0612
H 2.6117 -6.3069 -1.1883 0.5957
H 1.2079 -5.4120 -1.6443 0.1327
H 1.9059 -6.0566 1.2924 0.3691
H 0.8043 -7.1043 0.2953 0.3549
H -1.5178 -6.5195 0.5670 0.4196
H -1.0382 -5.6760 -0.9456 0.2278
H -1.8162 -4.7245 0.3278 -0.1415
C -1.3635 4.5643 -6.8299 -0.7816
O -0.8611 3.5148 -5.9708 -0.3166
C -1.8354 2.6121 -5.4513 -0.9029
C -1.3755 2.0869 -4.1273 0.0903
N -1.5239 3.0482 -3.0762 -0.4058
C -0.9203 2.5984 -1.8261 -0.5270
C -1.1408 3.5034 -0.6649 -0.0512
O -0.3930 4.6826 -0.8759 -0.3068
C -0.7143 5.7514 0.0137 -0.7054
H -2.1820 5.1248 -6.3769 0.3297
H -1.6719 4.2035 -7.8199 0.2977
H -0.5751 5.2771 -7.0216 0.2727
H -1.9541 1.7209 -6.0875 0.3360
H -2.7894 3.1055 -5.4423 0.4674
H -0.3389 1.8455 -4.2690 0.2737
H -1.9814 1.2569 -3.7719 0.0123
H -1.0421 3.8711 -3.4011 0.3078
H 0.1748 2.4694 -1.9058 0.3157
H -1.3014 1.6206 -1.5857 -0.0725
H -0.8184 2.9602 0.2303 0.0203
H -2.2160 3.7207 -0.5981 0.4707
H 0.1873 6.3938 0.1058 0.2828
H -0.9623 5.4769 1.0741 0.1493
H -1.5638 6.3729 -0.3031 0.3467
C -3.9858 -2.8436 -0.7472 -0.3896
O -4.6571 -3.0468 0.5157 -0.1530
C -6.0777 -3.1069 0.4214 -0.6253
C -6.6123 -3.2294 1.8271 -0.6944
N -6.1779 -4.4729 2.4385 -0.3277
C -6.8546 -4.6740 3.6963 -0.5906
C -6.2445 -5.9192 4.3765 -0.5929
O -4.9334 -5.6400 4.6917 -0.3089
C -4.8234 -4.8617 5.8748 -0.7612
H -4.0929 -1.7862 -1.0784 0.2840
H -4.3628 -3.5743 -1.4547 0.5953
H -2.9233 -3.0256 -0.5950 -0.4920
H -6.4168 -3.9739 -0.1431 0.3363
H -6.5519 -2.2207 -0.0224 0.3799
H -7.7143 -3.2368 1.7538 0.4115
H -6.3074 -2.3809 2.4225 0.3567
H -5.1768 -4.4727 2.6938 0.2813
H -7.9085 -4.7533 3.4846 0.4782
H -6.7835 -3.8687 4.4660 0.2260
H -6.1701 -6.7168 3.6490 0.2892
H -6.7967 -6.2322 5.2680 0.3918
H -5.3166 -3.9015 5.7728 0.3032
H -3.8069 -4.7214 6.2293 0.2728
H -5.4307 -5.2828 6.6912 0.3060
```

Results
- 2S+1: 1
- Charge: 0
- SMILES: COCCNCCOC.COCCNCCOC.COCCNCCOC.COCCNCCOC.COCCNCCOC.CCO.CCO.CCO
- Frontier orbital gap: 8.80 eV

=====

Entry 2:
Entry from the OMol25 dataset: a 3-piece molecular cluster, C40H62BrClF13IN3O7 overall at a distorted geometry (wB97M-V/def2-TZVPD).

Structure (XYZ):
```
128
Properties=species:S:1:pos:R:3:mulliken_charge:R:1
C 6.3001 1.3672 3.6890 -1.0459
C 5.8942 1.6286 2.1279 0.3857
Cl 4.7893 3.1304 2.1801 -0.1837
C 5.0617 0.3010 1.6854 -1.3155
C 4.3617 0.5232 0.2270 -0.5932
N 2.8614 0.6666 0.3503 0.0558
C 2.0849 -0.5104 -0.1979 -0.1518
C 1.2611 -0.0968 -1.5383 -1.5221
C -0.2891 -0.5320 -1.5032 -0.8417
C -1.3114 0.6230 -1.9048 0.4365
F -0.8060 1.3411 -3.0523 -0.3249
F -2.5024 -0.0209 -2.3671 -0.2879
C -1.5720 1.7264 -0.7741 0.7088
F -0.3356 2.1309 -0.1427 -0.2589
F -2.0255 2.9050 -1.4591 -0.2882
C -2.5591 1.2796 0.4078 0.5997
F -2.1000 1.9621 1.5921 -0.3080
F -2.5249 -0.0997 0.7206 -0.3142
C -4.0991 1.6928 0.2093 0.4875
F -4.5481 1.6118 -1.1434 -0.2747
F -4.8661 0.6982 0.9119 -0.3070
C -4.5151 3.0997 0.8654 0.5795
F -3.6256 4.1621 0.5875 -0.2449
F -4.6905 2.9704 2.2830 -0.2721
C -5.9707 3.5897 0.3179 0.7339
F -6.3697 4.6510 1.1901 -0.2665
F -6.9643 2.5936 0.4382 -0.2520
F -5.9213 4.1211 -0.9817 -0.2112
C 2.9292 -1.8634 -0.3262 -0.1494
Br 3.1030 -2.5749 1.5678 0.0258
C 2.1316 -3.0570 -1.1104 0.0571
C 1.1102 -3.8614 -0.1691 0.1082
O 1.3494 -5.0786 0.0654 -0.4814
O -0.0350 -3.3123 0.4733 -0.4340
O 4.2061 -1.7770 -0.9555 -0.1703
C 4.8459 -0.4953 -0.9053 -1.1308
I 4.5723 0.5838 -2.8331 0.1475
C 6.4509 -0.7966 -0.8627 -0.5300
C 7.3540 0.5318 -0.8879 -0.4895
C 8.2329 0.7080 -2.2347 -0.4858
C 9.3201 1.8689 -1.8822 -0.6077
O 8.5238 3.0919 -1.7004 -0.2181
C 9.2707 4.0926 -1.0203 0.1443
O 9.7480 3.9611 0.1318 -0.4605
H 7.2391 0.7329 3.8018 0.3243
H 6.4051 2.4241 4.1437 0.3652
H 5.3739 0.9113 4.2077 0.2963
H 6.8004 1.8117 1.4639 0.0807
H 5.6791 -0.6539 1.7502 0.3280
H 4.2445 0.1982 2.5011 0.5260
H 4.7369 1.5667 -0.1026 1.1034
H 2.5901 1.5492 -0.1408 0.6780
H 2.5572 0.8208 1.3384 0.6732
H 1.2617 -0.7227 0.5877 0.6263
H 1.7789 -0.6128 -2.4338 0.4817
H 1.2938 1.0211 -1.7660 0.7176
H -0.4100 -1.3594 -2.3028 0.4090
H -0.5520 -1.0233 -0.5085 0.2951
H 1.6919 -2.7166 -2.1050 0.3631
H 2.9618 -3.8169 -1.3777 0.3162
H 0.2241 -2.6242 1.1391 0.3833
H 6.6916 -1.5240 -0.0124 0.3641
H 6.6584 -1.3467 -1.8600 0.4714
H 6.7909 1.5054 -0.7014 0.2391
H 8.1297 0.4268 -0.0334 0.3836
H 8.8291 -0.2211 -2.5231 0.3486
H 7.5795 1.1050 -3.0886 0.1797
H 10.0625 1.9418 -2.7486 0.3613
H 9.8962 1.6118 -0.9142 0.3533
H 9.4007 5.0973 -1.5785 0.3324
C -12.0513 7.2494 -2.4594 -1.8096
C -11.2889 6.3871 -3.5025 1.8530
C -11.3097 4.9017 -3.0802 -1.2692
C -10.3699 4.5820 -1.9212 -0.6960
C -8.9601 5.0866 -2.2075 -0.7566
C -8.9197 6.5793 -2.5955 1.6693
N -9.9017 6.9209 -3.6689 0.3182
O -9.4103 6.4424 -4.8448 -0.5348
C -9.1837 7.4427 -1.3391 -1.7467
C -7.4649 6.9475 -2.9902 -1.7535
C -12.1366 6.5249 -4.7936 -1.8493
H -12.0545 6.8026 -1.4629 0.3127
H -11.6321 8.2567 -2.3855 0.3350
H -13.1021 7.3850 -2.7296 0.4793
H -11.0267 4.2699 -3.9314 0.3981
H -12.3276 4.6031 -2.8076 0.3493
H -10.7486 5.0148 -0.9898 0.3078
H -10.3441 3.4993 -1.7617 0.4269
H -8.3322 4.9092 -1.3280 -0.1421
H -8.5299 4.4786 -3.0130 0.5134
H -9.2448 8.5041 -1.5974 0.3608
H -8.3700 7.3337 -0.6149 0.4199
H -10.0904 7.1695 -0.8014 0.3448
H -7.0805 6.3290 -3.8045 0.3691
H -6.7872 6.8045 -2.1451 0.3557
H -7.3962 7.9986 -3.2929 0.4538
H -12.1557 7.5589 -5.1472 0.4471
H -13.1709 6.2159 -4.6086 0.4556
H -11.7747 5.8891 -5.6070 0.3529
C 3.8174 -9.8391 3.9307 -1.8070
C 4.5707 -8.5143 4.2313 1.8424
C 3.6138 -7.4975 4.8913 -1.3076
C 2.6175 -6.8738 3.9179 -0.7171
C 3.3329 -6.2967 2.7016 -0.3487
C 4.2648 -7.3122 2.0100 1.5242
N 5.1842 -7.9949 2.9698 0.3676
O 6.1549 -7.1048 3.3149 -0.5448
C 3.4117 -8.3587 1.2550 -1.7478
C 5.0333 -6.5836 0.8759 -1.6848
C 5.6335 -8.9188 5.2855 -1.8511
H 2.7440 -9.6933 3.7928 0.3140
H 4.2159 -10.3367 3.0423 0.3310
H 3.9186 -10.5615 4.7452 0.4861
H 4.1932 -6.6868 5.3507 0.3922
H 3.0633 -7.9758 5.7085 0.3550
H 1.8714 -7.6117 3.6072 0.2760
H 2.0619 -6.0787 4.4256 0.4140
H 2.5863 -5.9267 1.9910 -0.0659
H 3.9082 -5.4177 3.0207 0.2665
H 4.0419 -9.1418 0.8231 0.3786
H 2.8660 -7.8919 0.4287 0.3917
H 2.6520 -8.8342 1.8734 0.3317
H 5.6035 -5.7246 1.2383 0.3431
H 4.3395 -6.2011 0.1231 0.3193
H 5.7240 -7.2676 0.3697 0.4680
H 6.3472 -9.6368 4.8740 0.4547
H 5.1552 -9.3836 6.1541 0.4564
H 6.1918 -8.0618 5.6737 0.3482
```

Results
- Expectation value of S²: 2.009
- 2S+1: 3
- Charge: +1
- Frontier orbital gap (spin up / spin down): 6.52 / 7.15 eV

=====

Entry 3:
Entry from the OMol25 dataset: C28H33GeIN5O2SeTi as an isolated structure at a distorted geometry (wB97M-V/def2-TZVPD).

Structure (XYZ):
```
72
Properties=species:S:1:pos:R:3:mulliken_charge:R:1
Ti -0.1363 0.4783 0.7874 -0.2364
C -1.9385 2.2434 2.9377 -1.1970
N -0.6323 2.5105 2.3215 -0.3988
C -0.6349 3.6019 1.3417 -1.4903
C -0.9598 3.0718 -0.0179 0.6339
N -0.3333 2.0055 -0.5037 0.8327
C -0.7002 1.9194 -1.8397 0.5356
C -0.2714 1.0758 -2.8606 -0.1022
C -0.8091 1.2765 -4.1148 -1.1210
C -1.7432 2.2845 -4.3681 -0.6874
C -2.1488 3.1581 -3.3798 -1.0753
C -1.6028 2.9667 -2.1210 0.5280
N -1.7384 3.6706 -0.9422 -0.1033
C -2.3935 0.8603 2.5946 0.1030
N -1.5810 -0.0727 2.1183 0.6055
C -2.3330 -1.2426 2.0686 0.5038
C -1.9872 -2.5425 1.7022 -0.3512
C -2.9743 -3.5046 1.7834 -0.9332
C -4.2674 -3.2049 2.2200 -0.6176
C -4.6244 -1.9266 2.5985 -1.0116
C -3.6372 -0.9560 2.5251 0.4836
N -3.6294 0.3847 2.8518 -0.0051
H -1.8694 2.3025 4.0329 0.5353
H -2.6905 2.9783 2.6195 0.4279
H 0.0243 2.7537 3.0632 0.3421
H -1.3158 4.4203 1.6147 0.4813
H 0.3854 4.0096 1.2956 0.4217
H 0.4817 0.3196 -2.6929 0.2491
H -0.4746 0.6557 -4.9309 0.5019
H -2.1398 2.3937 -5.3637 0.4286
H -2.8214 3.9744 -3.5864 0.4615
H -2.2936 4.5052 -0.8280 0.2742
H -0.9806 -2.7973 1.3888 0.3220
H -2.7400 -4.5249 1.5185 0.4768
H -4.9978 -3.9968 2.2754 0.4249
H -5.6180 -1.7054 2.9529 0.4582
H -4.3988 0.8955 3.2554 0.2682
C 3.1081 2.6742 0.1965 -1.1375
Ge 4.0472 0.9406 -0.0901 0.5222
C 3.4897 0.2418 -1.8565 -0.8724
C 6.0070 1.0628 0.1508 -1.1797
C 3.3568 -0.2723 1.3859 -0.7602
Se 1.8775 0.5131 2.3602 0.1817
C 1.3936 -1.0578 3.4169 -0.8808
H 3.5665 3.4579 -0.3998 0.5312
H 3.1661 2.9713 1.2439 0.3419
H 2.0583 2.5758 -0.1012 0.0156
H 3.6300 1.0203 -2.6011 0.4055
H 2.4414 -0.0430 -1.8394 -0.0659
H 4.0806 -0.6156 -2.1578 0.4122
H 6.4442 1.7231 -0.5925 0.3841
H 6.4675 0.0838 0.0410 0.3753
H 6.2459 1.4536 1.1365 0.3695
H 4.1399 -0.4777 2.1197 0.6526
H 2.9904 -1.2114 0.9753 0.1060
H 2.2800 -1.4242 3.9367 0.4739
H 0.9857 -1.8295 2.7598 0.1256
H 0.6402 -0.7592 4.1435 0.2941
I 0.3168 -6.4259 -4.3288 0.1866
C 0.1450 -4.7230 -3.1070 -0.2009
C -1.0365 -3.9835 -3.1121 -0.6206
C -1.1530 -2.8765 -2.3010 -0.7514
C -0.0820 -2.4941 -1.4844 0.7064
C 1.1062 -3.2368 -1.4949 -0.4291
C 1.2162 -4.3477 -2.2995 -0.6466
C -0.1830 -1.3047 -0.6659 1.0919
O 0.8443 -0.8740 -0.0053 0.2098
O -1.2229 -0.6025 -0.5260 -0.6760
H -1.8483 -4.2846 -3.7547 0.4337
H -2.0496 -2.2730 -2.2848 0.5218
H 1.9292 -2.9212 -0.8717 0.4517
H 2.1265 -4.9225 -2.3099 0.4580
```

Results
- Expectation value of S²: 0.753
- 2S+1: 2
- Charge: +2
- Frontier orbital gap (spin up / spin down): 7.63 / 7.86 eV

=====

no.,electronic energy (Ha)
1,-2679.01375
2,-6881.85501
3,-7136.22714